{
  "formula": "C4H12",
  "method": "the ωB97M-V functional and the def2-TZVPD basis",
  "symbols": ["C", "C", "H", "H", "H", "H", "H", "H", "C", "C", "H", "H", "H", "H", "H", "H"],
  "coordinates": [[-1.438063, 1.677877, -0.118458], [-0.311135, 2.589931, 0.380411], [-1.163994, 0.625645, -0.064096], [-2.372878, 1.868092, 0.401555], [-1.644640, 1.874391, -1.181468], [-0.540981, 3.657007, 0.356827], [0.609575, 2.342878, -0.134157], [-0.151641, 2.381442, 1.433674], [0.482138, -1.529880, -0.339984], [1.343510, -2.737249, 0.044983], [-0.078295, -1.649145, -1.265494], [-0.251751, -1.410726, 0.459428], [1.017299, -0.586535, -0.471808], [1.794533, -3.211084, -0.830750], [0.685858, -3.483646, 0.494697], [2.020459, -2.408997, 0.834639]],
  "forces_ev_per_angstrom": [[0.04, 0.50, -0.80], [-0.49, -0.55, 0.52], [0.02, 0.20, 0.20], [-0.10, -0.16, 0.24], [0.04, -0.03, 0.13], [0.00, 0.00, -0.46], [0.26, 0.28, -0.17], [0.23, -0.15, 0.29], [-0.27, -0.15, 0.15], [-0.73, 0.39, -0.21], [-0.09, -0.27, -0.11], [-0.07, 0.37, 0.00], [0.18, -0.10, 0.21], [0.48, 0.16, 0.29], [0.02, -0.17, -0.02], [0.47, -0.31, -0.26]],
  "s_squared": 0.7502,
  "multiplicity": 2,
  "charge": -1,
  "homo_energy_ev": [1.54, -7.76]
}

=====

{
  "formula": "C3H6N4",
  "method": "the ωB97M-V functional and the def2-TZVPD basis",
  "symbols": ["C", "C", "N", "C", "N", "N", "N", "H", "H", "H", "H", "H", "H"],
  "coordinates": [[1.499474, 0.645025, -0.556189], [-1.455296, 0.758128, 0.125730], [0.713668, -0.432851, -0.028419], [-0.503187, -0.381629, 0.319885], [0.866920, -2.648972, 0.451053], [-0.208127, -2.466325, 0.809872], [-1.097397, -1.548855, 0.850258], [1.354309, 0.769704, -1.638657], [2.572328, 0.488946, -0.426006], [1.345091, 1.641061, -0.130250], [-2.401215, 0.571761, 0.631495], [-1.636426, 0.913575, -0.939099], [-1.050143, 1.690433, 0.530326]],
  "forces_ev_per_angstrom": [[0.39, 0.64, -0.68], [-0.06, 0.27, 0.42], [-0.01, 0.00, 0.34], [0.71, 0.02, -0.57], [-0.95, -0.09, 0.65], [1.26, 0.63, -0.89], [-0.73, -0.35, 0.37], [-0.12, -0.19, 0.13], [-0.14, -0.48, 0.09], [-0.54, -0.11, 0.30], [0.05, -0.14, -0.11], [0.02, -0.08, 0.02], [0.11, -0.13, -0.09]],
  "multiplicity": 1,
  "charge": 0,
  "homo_energy_ev": -9.45
}

=====

{
  "formula": "C4H7ClO2P",
  "method": "the ωB97M-V functional and the def2-TZVPD basis",
  "symbols": ["C", "C", "C", "C", "O", "O", "P", "Cl", "H", "H", "H", "H", "H", "H", "H"],
  "coordinates": [[0.095400, 1.376038, 1.198848], [0.278542, 0.206257, 0.561627], [-1.574023, -0.492517, -0.944411], [-0.779021, -0.840543, 0.329847], [2.538132, 1.434059, -0.429052], [1.767924, -0.834146, -1.480593], [1.900282, 0.090850, -0.315915], [2.938055, -0.991469, 1.104727], [0.812206, 2.196619, 1.048679], [-0.832105, 1.713545, 1.470694], [-0.966841, -0.652859, -1.818480], [-1.742100, 0.626436, -0.976690], [-2.478260, -1.263606, -1.072146], [-1.603731, -0.786298, 1.246528], [-0.354459, -1.782359, 0.076343]],
  "forces_ev_per_angstrom": [[0.67, 6.79, 3.33], [2.42, -7.26, -4.50], [-1.43, -0.20, -0.32], [-1.65, 2.26, 1.41], [-0.27, -0.27, 0.35], [-0.05, 0.09, 0.25], [-1.32, -0.05, -1.23], [0.61, -0.43, 0.85], [-0.18, -0.58, 0.16], [-2.49, 0.70, 0.69], [0.58, -0.27, -0.23], [-0.86, -1.30, 0.09], [1.37, 2.21, 0.37], [2.17, -0.64, -1.92], [0.42, -1.04, 0.71]],
  "s_squared": 2.0061,
  "multiplicity": 3,
  "charge": -1,
  "homo_energy_ev": [-1.97, -5.36]
}

=====

{
  "formula": "C22H29N9O2",
  "method": "the ωB97M-V functional and the def2-TZVPD basis",
  "symbols": ["O", "N", "O", "C", "C", "C", "C", "C", "C", "H", "H", "H", "H", "H", "C", "C", "N", "H", "H", "H", "C", "C", "N", "H", "H", "H", "C", "C", "N", "H", "H", "H", "C", "C", "N", "H", "H", "H", "C", "C", "N", "H", "H", "H", "C", "C", "N", "H", "H", "H", "C", "C", "N", "H", "H", "H", "C", "C", "N", "H", "H", "H"],
  "coordinates": [[-0.319510, 1.094477, -2.232397], [0.627559, 0.438828, -1.838871], [1.578162, 0.109096, -2.525988], [0.605169, 0.049270, -0.419562], [-0.577642, 0.166509, 0.291963], [-0.626307, -0.144084, 1.632706], [0.510109, -0.667664, 2.258318], [1.696868, -0.779239, 1.520943], [1.746997, -0.485061, 0.172946], [-1.395380, 0.571360, -0.296138], [-1.516073, -0.035312, 2.234352], [0.485567, -1.076545, 3.258339], [2.644023, -1.131080, 1.905859], [2.592296, -0.709719, -0.465236], [-2.099554, -3.103668, 2.309980], [-3.365232, -3.503078, 2.880860], [-4.389649, -3.759270, 3.333326], [-1.684567, -3.860404, 1.649402], [-1.387366, -2.879526, 3.105056], [-2.259951, -2.176896, 1.761400], [1.999049, -2.889814, -3.324072], [1.516323, -2.690833, -4.685741], [1.141311, -2.467649, -5.745321], [2.867051, -2.255883, -3.155981], [2.168038, -3.942755, -3.116106], [1.241051, -2.527990, -2.627865], [-3.503797, -0.717806, 4.620896], [-2.767637, -1.255183, 5.753901], [-2.186555, -1.705815, 6.630776], [-4.434755, -1.266060, 4.493277], [-2.924756, -0.804636, 3.705357], [-3.681917, 0.334085, 4.843509], [5.977058, -1.581271, 1.765902], [4.885329, -2.322394, 2.394028], [4.080353, -2.991172, 2.864299], [6.872060, -1.646207, 2.381530], [5.718182, -0.544512, 1.565206], [6.234074, -2.041923, 0.811143], [-1.627275, 4.407794, -3.415016], [-1.877492, 4.842331, -2.044844], [-2.090221, 5.177924, -0.968827], [-1.004882, 3.518177, -3.321563], [-1.169064, 5.208594, -3.988171], [-2.603214, 4.172941, -3.840389], [4.362372, 1.790297, -2.069724], [5.368827, 1.751808, -3.135073], [6.181135, 1.750636, -3.943061], [4.691648, 2.561991, -1.370603], [4.347717, 0.806920, -1.607155], [3.366452, 2.099578, -2.372559], [-2.279046, -0.139613, -4.328338], [-2.774487, -0.455367, -2.988185], [-3.150098, -0.802735, -1.963787], [-1.208700, 0.033435, -4.233093], [-2.772277, 0.660902, -4.864927], [-2.384259, -1.081191, -4.875318], [-3.533646, 3.607883, 2.797320], [-3.572848, 2.278138, 2.195045], [-3.641740, 1.210569, 1.782208], [-2.626187, 3.808223, 3.357502], [-4.377808, 3.658390, 3.487182], [-3.690886, 4.332200, 1.999378]],
  "forces_ev_per_angstrom": [[0.30, 0.04, -0.26], [-0.33, 0.07, 0.42], [-0.10, 0.05, 0.09], [0.32, -0.78, 0.61], [-0.19, 1.10, -1.08], [0.61, -0.66, 0.77], [0.54, 0.06, -0.91], [0.37, -0.30, -0.16], [-0.71, 0.44, -0.73], [-0.32, -0.13, 0.56], [-0.22, 0.12, -0.39], [-0.05, 0.38, 0.21], [-0.41, -0.28, 0.62], [0.21, 0.21, 0.30], [0.30, 0.41, 0.01], [-0.56, -0.27, 0.20], [0.19, -0.01, -0.05], [-0.05, -0.02, 0.00], [0.01, -0.18, 0.02], [0.02, -0.11, -0.24], [-0.43, 0.26, 0.17], [0.09, 0.13, 0.18], [-0.11, -0.06, -0.17], [0.21, -0.29, -0.06], [0.27, 0.03, -0.05], [-0.08, -0.09, -0.05], [-0.01, 0.23, 0.29], [-0.05, -0.28, -0.33], [0.26, -0.07, 0.35], [-0.04, 0.12, 0.00], [-0.02, 0.07, 0.02], [-0.21, 0.00, -0.30], [0.16, -0.17, -0.26], [0.34, -0.15, -0.14], [-0.12, 0.15, 0.03], [-0.08, 0.18, 0.14], [-0.05, 0.04, 0.22], [-0.15, -0.07, 0.01], [-0.37, -0.06, 0.61], [-0.03, 0.32, 0.11], [0.00, -0.04, 0.10], [0.04, 0.01, -0.51], [0.18, -0.12, -0.03], [0.17, -0.18, -0.21], [0.59, 0.37, 0.13], [-0.59, 0.22, -0.03], [0.14, -0.08, -0.11], [0.05, -0.28, 0.26], [-0.23, 0.10, 0.22], [0.04, -0.30, -0.48], [0.47, -1.10, 0.25], [-0.19, 0.40, -0.53], [-0.03, -0.03, 0.42], [-0.02, 0.28, -0.20], [-0.17, 0.12, 0.26], [-0.03, 0.24, -0.29], [-0.67, -0.11, -0.20], [0.25, 0.03, 0.36], [0.06, -0.12, -0.11], [0.17, -0.10, -0.20], [0.03, 0.15, -0.01], [0.19, 0.19, 0.14]],
  "multiplicity": 1,
  "charge": 0,
  "smiles": "O=[N+]([O-])c1ccccc1.CC#N.CC#N.CC#N.CC#N.CC#N.CC#N.CC#N.CC#N",
  "homo_energy_ev": -10.53
}

=====

{
  "formula": "C8H14B2",
  "method": "the ωB97M-V functional and the def2-TZVPD basis",
  "symbols": ["B", "C", "C", "C", "C", "C", "C", "B", "C", "C", "H", "H", "H", "H", "H", "H", "H", "H", "H", "H", "H", "H", "H", "H"],
  "coordinates": [[-2.567149, 2.030159, 0.771516], [-2.709543, 0.658097, 1.390032], [-1.879472, -0.418853, 0.572323], [-0.527304, -0.494035, 0.321244], [-0.113950, -1.762815, -0.758335], [1.269617, -1.630514, -1.163499], [2.088496, -0.554035, -0.954726], [3.374469, -0.557552, -1.674780], [1.644361, 0.682784, -0.209124], [0.570226, 0.366694, 0.856592], [-3.500572, 2.752245, 0.590282], [-1.492949, 2.451182, 0.384712], [-2.329670, 0.570467, 2.425301], [-3.662742, 0.193770, 1.438448], [-2.552162, -0.906580, -0.126014], [-0.742805, -2.031896, -1.551160], [-0.238005, -2.631843, -0.195420], [1.718284, -2.551149, -1.426117], [3.815506, -1.384084, -2.231816], [3.871732, 0.487190, -1.405674], [2.602053, 1.067058, 0.286718], [1.219693, 1.426876, -0.824342], [0.939101, -0.030557, 1.758011], [0.070165, 1.316519, 1.067245]],
  "forces_ev_per_angstrom": [[0.29, 1.35, -0.66], [2.22, -2.66, 0.40], [1.61, 1.82, -0.80], [-2.70, -2.54, -2.24], [0.02, 3.52, 3.19], [0.99, 1.20, 1.04], [-2.26, -1.19, -0.29], [0.09, 2.66, 2.02], [1.22, -1.40, 1.90], [-1.04, 0.93, -1.35], [-0.05, -0.04, 0.02], [-0.45, -0.22, 0.29], [-0.01, 0.55, -0.19], [-1.26, 0.20, 0.10], [0.26, -0.70, 0.22], [-1.37, 0.74, -1.53], [0.21, -1.64, 1.42], [0.65, -0.73, -1.09], [1.18, -2.26, -1.67], [0.96, 0.19, -0.79], [-1.49, -0.10, -0.62], [-0.13, 0.97, -1.00], [0.83, -0.56, 1.14], [0.23, -0.07, 0.49]],
  "multiplicity": 1,
  "charge": 0,
  "smiles": "BC/C=C1/CC=C(B)CC1",
  "homo_energy_ev": -9.01
}